No. 1
{"formula": "C5H7FN", "method": "the ωB97M-V functional and the def2-TZVPD basis", "charge": 1, "energy_ha": -348.82659, "max_force_ha_per_bohr": 0.0465, "lumo_ev": [-5.92, -5.92], "e_above_lowest_kcal_mol": 118.7, "species": ["H", "F", "H", "C", "H", "H", "C", "C", "C", "N", "H", "H", "H", "C"], "positions_angstrom": [[-0.0595, -0.1471, 1.8029], [-0.0741, 2.4028, -0.0142], [0.3528, -1.4251, -0.1526], [0.1331, 1.1121, -0.0524], [-4.0359, -1.2746, -0.1076], [0.6213, 0.0606, -1.9850], [-2.0688, -0.1437, -0.1158], [-3.1249, -0.7515, -0.0580], [0.6560, 0.2415, 1.0758], [1.0890, -0.7274, 0.0161], [1.5222, 0.6597, 1.6032], [1.9852, -1.2094, 0.1482], [1.9889, 0.8439, -1.1479], [1.0148, 0.3580, -1.0126]], "forces_ev_per_angstrom": [[0.17, -0.01, -0.25], [0.17, -1.66, -0.16], [-0.09, 0.11, 0.05], [-2.27, -0.39, 0.63], [-0.55, -0.31, 0.12], [0.01, -0.06, 0.18], [1.71, 0.79, -0.05], [1.96, 1.08, -0.27], [-0.57, 0.49, 1.22], [0.13, -0.72, -0.02], [0.00, 0.02, -0.31], [-0.18, 0.25, -0.05], [-0.12, -0.04, 0.22], [-0.35, 0.43, -1.31]]}


No. 2
{"formula": "C5H7FN2", "method": "the ωB97M-V functional and the def2-TZVPD basis", "smiles": "Cc1[nH]cc(N)c1F", "energy_ha": -403.97199, "max_force_ha_per_bohr": 0.0969, "lumo_ev": 0.85, "e_above_lowest_kcal_mol": 84.6, "species": ["C", "N", "C", "F", "C", "C", "H", "H", "H", "N", "H", "C", "H", "H", "H"], "positions_angstrom": [[0.9564, -0.3563, -0.4337], [-2.2233, 1.0831, 0.7927], [-0.3460, -0.5026, -0.0139], [-0.8148, -1.7376, 0.3634], [0.0714, 1.6064, 0.1533], [1.9623, -1.4761, -0.6699], [-2.6432, 2.0543, 0.2777], [-2.7952, 0.1313, 0.2533], [2.7615, -1.1586, -1.5438], [1.2088, 1.0253, -0.5177], [2.1692, 1.6257, -0.4843], [-0.8759, 0.7023, 0.3877], [1.4579, -2.4660, -0.9491], [0.2512, 2.6355, 0.2955], [2.6242, -1.7844, 0.4145]], "forces_ev_per_angstrom": [[1.09, -0.42, -0.66], [-2.88, -2.16, -3.45], [1.75, -2.50, 0.55], [-0.28, 0.68, -0.67], [3.76, 0.82, -1.93], [2.39, -0.62, 0.60], [1.91, -3.76, 1.46], [1.43, 4.09, 2.26], [-1.99, -0.94, 2.35], [0.60, 0.91, 2.11], [-3.10, -2.77, -0.17], [-2.49, 2.78, 0.29], [0.66, 1.63, 0.25], [-1.00, 1.09, 0.25], [-1.86, 1.18, -3.25]]}


No. 3
{"formula": "C5H7FN2", "method": "the ωB97M-V functional and the def2-TZVPD basis", "smiles": "CN1C/C(=C/F)C=N1", "energy_ha": -403.93367, "max_force_ha_per_bohr": 0.1286, "lumo_ev": 0.46, "e_above_lowest_kcal_mol": 108.7, "species": ["C", "H", "N", "H", "F", "N", "H", "C", "C", "C", "H", "H", "H", "H", "C"], "positions_angstrom": [[-0.8217, 0.1664, 0.8858], [1.6960, 0.0180, -2.4231], [0.3048, -1.6502, 0.3264], [-0.2866, -1.4820, 2.2256], [-2.5339, 1.1443, 2.4054], [0.2247, -0.8044, -0.7616], [2.2553, -0.0808, -0.8210], [1.5038, -0.6112, -1.5441], [-0.2621, 0.5682, -0.3043], [-1.6837, 1.0806, 1.2555], [2.2101, -1.6230, -1.7074], [0.5190, 1.3021, -0.2233], [-0.9822, 1.0398, -1.1045], [-1.9348, 1.9662, 0.4797], [-0.2087, -1.0340, 1.3110]], "forces_ev_per_angstrom": [[-2.42, 2.16, 3.93], [-1.79, -0.33, -0.10], [1.55, 0.64, -0.88], [-0.32, -1.09, 2.19], [1.95, -0.39, -2.01], [1.25, 1.71, -3.22], [-1.18, -0.63, -0.71], [4.39, -2.38, 2.72], [0.88, -0.67, -6.52], [-3.72, 2.58, 0.92], [-2.65, 2.25, 0.25], [1.03, 0.05, 0.18], [1.24, -1.23, 1.44], [0.33, -2.08, 2.45], [-0.54, -0.58, -0.65]]}